No. 1
{
  "formula": "C23H19CuN3O8",
  "method": "ωB97M-V/def2-TZVPD",
  "homo_lumo_gap_ev": [6.655, 6.652],
  "relative_energy_kcal_mol": 16.1,
  "s2": 0.752,
  "spin_multiplicity": 2,
  "e_tot_ha": -3294.51241,
  "e_lumo_ev": [-2.02, -2.02],
  "total_charge": 0,
  "elements": ["Cu", "O", "N", "O", "C", "C", "C", "C", "C", "C", "N", "C", "C", "N", "C", "C", "C", "C", "H", "H", "H", "H", "H", "H", "H", "C", "C", "C", "O", "C", "O", "O", "H", "H", "H", "H", "H", "H", "H", "O", "C", "C", "C", "C", "C", "C", "C", "O", "O", "H", "H", "H", "H", "H"],
  "positions_angstrom": [[0.066, 0.048, 0.089], [-3.560, -4.417, 4.967], [-3.427, -4.364, 3.762], [-3.931, -5.149, 2.987], [-2.608, -3.290, 3.242], [-1.946, -2.533, 4.170], [-1.123, -1.442, 3.800], [-0.505, -0.579, 4.727], [0.284, 0.446, 4.263], [0.478, 0.586, 2.884], [-0.111, -0.199, 2.012], [-0.924, -1.176, 2.429], [-1.640, -1.944, 1.450], [-1.489, -1.569, 0.174], [-2.099, -2.232, -0.781], [-2.913, -3.332, -0.514], [-3.124, -3.714, 0.793], [-2.485, -3.016, 1.836], [-2.050, -2.778, 5.217], [-0.678, -0.730, 5.782], [0.759, 1.137, 4.942], [1.116, 1.356, 2.478], [-1.932, -1.866, -1.785], [-3.380, -3.869, -1.325], [-3.775, -4.544, 1.016], [-2.061, 0.894, -2.805], [-0.640, 1.316, -2.424], [0.096, 1.972, -3.581], [0.035, 0.140, -1.979], [-0.815, 2.336, -1.237], [-1.110, 3.483, -1.499], [-0.676, 1.849, -0.071], [-2.030, 0.132, -3.583], [-2.613, 1.759, -3.163], [-2.564, 0.490, -1.927], [0.034, 1.357, -4.476], [1.143, 2.122, -3.325], [-0.350, 2.944, -3.775], [0.998, 0.256, -2.043], [4.885, -2.630, 1.678], [3.658, -3.174, 1.566], [3.368, -4.415, 2.131], [2.105, -4.967, 2.033], [1.102, -4.291, 1.356], [1.389, -3.069, 0.777], [2.645, -2.486, 0.879], [2.922, -1.175, 0.183], [4.058, -0.807, -0.051], [1.920, -0.467, -0.220], [5.474, -3.231, 2.152], [4.160, -4.950, 2.642], [1.910, -5.937, 2.467], [0.120, -4.734, 1.254], [0.649, -2.541, 0.194]]
}


No. 2
{
  "formula": "C23H19FNO",
  "method": "ωB97M-V/def2-TZVPD",
  "homo_lumo_gap_ev": 4.600,
  "relative_energy_kcal_mol": 2.0,
  "spin_multiplicity": 1,
  "e_tot_ha": -1117.42779,
  "e_lumo_ev": -5.80,
  "total_charge": 1,
  "elements": ["F", "C", "C", "C", "C", "C", "C", "C", "C", "C", "C", "C", "C", "C", "H", "H", "H", "H", "H", "H", "H", "H", "H", "H", "C", "O", "C", "C", "C", "C", "C", "C", "N", "C", "C", "C", "H", "H", "H", "H", "H", "H", "H", "H", "H"],
  "positions_angstrom": [[-1.458, -5.855, -1.428], [-0.629, -4.765, -1.369], [-0.161, -4.342, -0.122], [0.674, -3.235, -0.079], [1.067, -2.523, -1.261], [1.926, -1.404, -1.080], [2.565, -0.557, -2.021], [3.440, 0.448, -1.486], [4.113, 1.333, -2.313], [3.949, 1.270, -3.709], [3.103, 0.295, -4.259], [2.426, -0.609, -3.444], [0.545, -3.008, -2.498], [-0.291, -4.120, -2.557], [-0.448, -4.872, 0.784], [1.057, -2.887, 0.882], [2.162, -1.182, -0.037], [3.571, 0.497, -0.400], [4.778, 2.085, -1.882], [4.477, 1.971, -4.360], [2.972, 0.236, -5.343], [1.794, -1.356, -3.912], [0.784, -2.506, -3.426], [-0.677, -4.473, -3.513], [-3.743, 2.023, 5.433], [-2.620, 1.168, 5.118], [-2.102, 1.283, 3.862], [-2.597, 2.164, 2.878], [-1.994, 2.216, 1.603], [-0.859, 1.357, 1.308], [-0.392, 0.482, 2.323], [-0.988, 0.442, 3.558], [-0.248, 1.367, 0.101], [-0.696, 2.190, -0.840], [-1.798, 3.063, -0.643], [-2.445, 3.076, 0.575], [-4.012, 1.795, 6.466], [-3.446, 3.078, 5.337], [-4.583, 1.797, 4.759], [-3.451, 2.822, 3.073], [0.456, -0.155, 2.084], [-0.630, -0.227, 4.333], [-0.180, 2.181, -1.806], [-2.113, 3.707, -1.460], [-3.298, 3.730, 0.771]]
}


No. 3
{
  "formula": "C23H19N11PbS3",
  "method": "ωB97M-V/def2-TZVPD",
  "homo_lumo_gap_ev": [4.459, 6.260],
  "relative_energy_kcal_mol": 8.6,
  "s2": 0.770,
  "spin_multiplicity": 2,
  "e_tot_ha": -2877.71436,
  "e_lumo_ev": [2.32, 2.32],
  "total_charge": -1,
  "elements": ["Pb", "N", "C", "S", "N", "N", "C", "C", "C", "C", "C", "C", "C", "C", "C", "C", "C", "C", "N", "H", "H", "H", "H", "H", "H", "H", "H", "H", "H", "H", "N", "C", "N", "C", "N", "N", "C", "N", "C", "C", "C", "C", "C", "N", "H", "H", "H", "H", "H", "H", "H", "H", "S", "C", "N", "S", "C"],
  "positions_angstrom": [[-0.377, -0.616, -1.247], [2.356, -1.822, 2.426], [1.903, -1.286, 1.219], [1.483, -2.426, -0.035], [1.864, 0.004, 1.167], [1.281, 0.564, 0.041], [1.613, 1.839, -0.243], [2.480, 2.633, 0.671], [2.114, 2.831, 2.006], [2.915, 3.576, 2.859], [4.107, 4.128, 2.398], [4.485, 3.930, 1.077], [3.675, 3.191, 0.221], [1.168, 2.408, -1.468], [1.251, 3.802, -1.754], [0.793, 4.280, -2.947], [0.259, 3.385, -3.905], [0.187, 2.053, -3.561], [0.603, 1.557, -2.390], [2.696, -2.764, 2.370], [2.864, -1.182, 3.017], [1.186, 2.397, 2.355], [2.607, 3.739, 3.886], [4.732, 4.713, 3.063], [5.414, 4.356, 0.712], [3.969, 3.029, -0.810], [1.648, 4.474, -1.005], [0.821, 5.343, -3.154], [-0.106, 3.727, -4.865], [-0.226, 1.325, -4.255], [-2.507, -3.107, -3.274], [-2.538, -3.572, -2.015], [-2.939, -4.837, -1.836], [-2.892, -5.238, -0.574], [-3.291, -6.519, -0.317], [-2.535, -4.494, 0.480], [-2.159, -3.259, 0.184], [-2.124, -2.753, -1.032], [-1.756, -2.383, 1.338], [-1.875, -2.876, 2.624], [-1.523, -2.070, 3.696], [-1.087, -0.790, 3.447], [-0.992, -0.370, 2.128], [-1.301, -1.147, 1.094], [-2.969, -3.673, -3.963], [-2.447, -2.113, -3.448], [-3.295, -7.126, -1.118], [-2.955, -6.906, 0.549], [-2.235, -3.886, 2.753], [-1.595, -2.439, 4.712], [-0.808, -0.122, 4.250], [-0.664, 0.631, 1.879], [-3.396, 1.656, -1.921], [-3.086, 0.488, -3.104], [-2.893, -0.286, -3.942], [-1.916, 2.605, 0.322], [-1.987, 1.397, -0.763]]
}